The following is a quantum chemistry calculation of a structure of composition C8H19N4O5ReS in a non-equilibrium geometry, from the Open Molecules 2025 dataset.

Results
Energy above the lowest of the compared OMol25 structures with the same formula, charge and spin, eV: 0.5477
Kohn-Sham gap (alpha / beta), eV: 7.7 / 7.0
E, eV: -37762.1838
Multiplicity: 2
Net charge: +1

XYZ file:
```
38
Properties=species:S:1:pos:R:3:forces:R:3
O 2.469188 2.198216 -1.560738 0.08 0.01 0.04
N 1.577447 -0.966547 -0.295999 0.07 -0.37 -1.31
H -1.048052 -2.742291 -0.973802 -0.07 0.03 -0.01
O 0.662638 -0.920093 2.022124 -0.21 0.24 -0.50
N 1.519697 1.153436 2.465610 -0.12 0.00 -0.03
H -1.371632 -0.073273 2.458690 -0.20 -0.07 0.01
H 3.259670 0.153951 0.292417 0.09 -0.02 -0.05
H 1.177604 1.528433 1.587792 0.05 -0.04 -0.03
C -1.519705 0.386030 1.487237 -0.01 0.32 0.02
O 0.721314 1.451352 -0.378919 0.22 0.22 0.32
H 1.231215 -1.435399 4.331716 0.02 0.00 0.00
H -1.424140 1.470731 1.610407 -0.11 0.01 0.03
N 1.396903 -0.474131 4.091886 0.03 -0.07 -0.07
H -3.422782 3.182869 -2.267169 0.00 -0.01 -0.01
S -1.563162 1.768196 -2.018359 0.01 -0.13 0.31
H 0.643343 -4.140518 -0.299005 -0.01 0.00 0.00
H -3.449082 2.272889 -0.734154 0.03 0.04 0.00
C 2.629875 -0.004063 -0.590011 0.00 -0.01 0.22
C 1.966682 1.326819 -0.912376 -0.40 0.03 -0.04
H 0.781116 -3.234655 1.223504 0.01 -0.06 -0.01
N -0.688108 -2.464579 -0.065247 -0.22 0.06 0.34
C 1.790342 -2.321382 -0.400434 0.09 0.24 0.25
H -0.536995 1.033103 -3.994194 0.00 0.02 0.01
H -2.288793 0.633153 -3.970105 0.00 0.02 -0.02
H 1.846325 1.808147 3.154802 -0.02 -0.01 0.02
O -1.564891 0.315034 -1.366858 0.37 -0.11 -0.87
C -3.270366 2.207367 -1.805932 -0.10 -0.09 -0.01
H 1.917051 0.094578 4.735370 0.01 0.00 -0.01
C 1.175817 -0.097113 2.816934 0.11 0.06 0.19
C 0.623664 -3.151090 0.150785 0.01 0.11 -0.20
H 3.273428 -0.334827 -1.401865 -0.04 0.02 -0.05
C -1.536623 1.389099 -3.751120 -0.01 -0.08 -0.06
H -2.535300 0.142509 1.157685 -0.02 0.08 0.01
Re -0.228817 -0.312261 -0.050831 0.24 -0.19 1.44
O 2.801600 -2.831566 -0.818163 0.03 -0.11 0.05
H -1.733277 2.315389 -4.291834 0.01 -0.01 0.01
H -1.375290 -2.775506 0.615540 0.05 -0.12 0.02
H -3.907907 1.448000 -2.255385 -0.01 0.02 0.00
```
Forces are in eV/Å.